Entry 1
16
Properties=species:S:1:pos:R:3 method="wB97M-V/def2-TZVPD" homo_ev=-9.135 molar_mass_da=77.13 spin_multiplicity=1 orbital_gap_ha=0.3698
O -0.12 2.06 -0.03
N 0.22 -0.64 -0.03
C -0.46 -1.41 -1.09
C -1.16 2.12 0.88
C 1.64 -0.96 0.12
H -1.62 3.10 0.93
H -0.81 1.81 1.88
H -1.86 1.31 0.62
H 2.11 -0.15 0.67
H 1.82 -1.89 0.68
H 2.03 -1.11 -0.88
H -1.45 -0.98 -1.19
H -0.33 -0.83 0.81
H 0.13 -1.21 -1.99
H 0.33 1.28 -0.38
H -0.46 -2.50 -0.98



Entry 2
16
Properties=species:S:1:pos:R:3 method="wB97M-V/def2-TZVPD" homo_ev=-8.734 molar_mass_da=77.13 spin_multiplicity=1 orbital_gap_ha=0.3575
O 3.35 0.42 0.08
N -0.23 -0.56 0.42
C 0.20 -1.69 -0.43
C -1.23 1.61 0.02
C -1.52 0.03 0.35
H 1.23 -1.84 -0.24
H -0.74 1.73 -0.99
H -2.13 -0.50 -0.31
H 0.20 -1.27 -1.52
H -0.26 -2.68 -0.40
H 3.20 -0.25 -0.44
H 3.02 1.27 0.01
H -0.01 -0.89 1.38
H -0.73 2.20 0.85
H -2.17 0.09 1.22
H -2.17 2.34 -0.01



entry 1 takes first place; second place is 0.829 eV up.



Entry 1
16
Properties=species:S:1:pos:R:3 method="wB97M-V/def2-TZVPD" homo_ev=-9.679 molar_mass_da=77.13 spin_multiplicity=1 orbital_gap_ha=0.3866
O -0.08 -2.12 -2.22
N 1.63 0.14 0.40
C -0.20 1.78 0.58
C -0.79 -0.65 0.62
C 0.21 0.41 0.14
H -0.69 -1.65 -2.79
H 0.64 2.48 0.59
H 0.42 -1.33 -2.03
H -1.05 2.17 0.00
H -0.34 -1.65 0.70
H 1.79 -0.86 0.28
H -0.55 1.99 1.61
H -1.71 -0.88 0.05
H 0.15 0.39 -0.94
H 1.82 0.31 1.38
H -1.25 -0.52 1.62



Entry 2
16
Properties=species:S:1:pos:R:3 method="wB97M-V/def2-TZVPD" homo_ev=-8.729 molar_mass_da=77.13 spin_multiplicity=1 orbital_gap_ha=0.3540
O -1.05 -1.97 -0.58
N 1.65 0.94 -0.31
C -1.41 -2.24 0.78
C 0.54 1.17 0.89
C 0.86 1.18 -1.57
H 2.37 1.57 0.07
H -0.50 0.85 0.64
H -2.43 -1.92 1.25
H -0.16 1.49 -1.24
H 0.54 2.18 0.93
H -1.55 -1.22 -0.89
H 1.32 1.97 -2.23
H -1.18 -3.27 1.02
H -0.75 -1.63 1.36
H 0.83 0.16 -1.98
H 0.92 0.74 1.85



entry 1 takes first place; second place is 1.996 eV up.



Entry 1
20
Properties=species:S:1:pos:R:3 method="wB97M-V/def2-TZVPD" homo_ev=-8.549 molar_mass_da=123.22 spin_multiplicity=1 orbital_gap_ha=0.3481
S -0.61 0.06 4.25
O -0.57 1.01 -6.66
N 0.56 0.50 0.38
C 0.34 -1.60 1.58
C 0.01 0.70 2.65
C -0.19 -0.19 1.42
C 0.40 0.08 -1.02
H 0.58 -1.00 -1.10
H -0.05 -2.07 2.48
H -0.57 0.24 -1.49
H 0.72 1.50 0.41
H 1.43 -1.60 1.58
H -1.12 0.57 -7.31
H -0.40 1.67 2.36
H 0.36 0.87 -6.88
H 1.06 0.83 2.91
H -1.26 -0.18 1.16
H 1.28 0.51 -1.50
H -1.93 0.30 4.04
H -0.05 -2.20 0.75



Entry 2
20
Properties=species:S:1:pos:R:3 method="wB97M-V/def2-TZVPD" homo_ev=-8.593 molar_mass_da=123.22 spin_multiplicity=1 orbital_gap_ha=0.3432
S -2.57 -0.58 -0.20
O 3.02 -1.18 1.70
N 1.33 1.16 -0.34
C -0.96 -0.99 -1.00
C 0.49 0.49 0.58
C 0.71 2.58 -0.78
C 0.12 -1.04 0.09
H 1.70 3.21 -0.73
H -1.05 -1.93 -1.60
H 0.93 0.62 1.59
H -0.43 1.02 0.64
H -0.36 -1.70 0.87
H -3.00 0.32 -1.06
H 0.99 -1.51 -0.37
H 2.15 -1.07 1.33
H 0.19 3.01 0.12
H -0.76 -0.24 -1.63
H 1.76 0.67 -1.01
H 0.34 2.47 -1.82
H 3.06 -0.55 2.33



entry 1 takes first place; second place is 1.629 eV up.



Entry 1
20
Properties=species:S:1:pos:R:3 method="wB97M-V/def2-TZVPD" homo_ev=-9.353 molar_mass_da=123.22 spin_multiplicity=1 orbital_gap_ha=0.3131
S -0.43 2.12 -1.74
O -1.37 -2.15 0.25
N 0.30 -0.87 -1.24
C -0.28 0.65 0.72
C 1.62 -1.02 0.84
C 0.82 -0.12 -0.10
C -1.21 1.55 -0.19
H 0.11 -0.22 -1.99
H -2.32 -2.04 0.38
H -2.10 0.96 -0.47
H 0.08 3.46 -0.56
H 2.06 -0.36 1.60
H -1.62 2.28 0.50
H -0.86 -0.08 1.28
H -0.99 -1.47 -0.38
H 0.94 -1.75 1.29
H 2.55 -1.46 0.46
H 0.26 1.39 1.33
H 0.97 -1.55 -1.57
H 1.48 0.68 -0.42



Entry 2
20
Properties=species:S:1:pos:R:3 method="wB97M-V/def2-TZVPD" homo_ev=-8.593 molar_mass_da=123.22 spin_multiplicity=1 orbital_gap_ha=0.3467
S 1.02 -2.35 0.72
O 0.53 2.54 1.18
N -0.52 1.25 -1.40
C 2.22 -1.00 0.69
C -1.02 -0.49 0.36
C -0.26 -1.60 -0.33
C -1.57 0.56 -0.59
H 0.04 2.44 0.35
H 1.70 -0.04 0.68
H -2.30 0.10 -1.26
H 0.28 -1.31 -1.22
H -1.81 -0.98 0.92
H -0.88 1.32 -2.35
H -0.91 -2.41 -0.62
H 2.86 -1.10 -0.19
H 0.32 0.68 -1.47
H 0.00 2.10 1.86
H 2.83 -1.07 1.58
H -2.10 1.34 -0.05
H -0.44 0.02 1.13



Entry 3
20
Properties=species:S:1:pos:R:3 method="wB97M-V/def2-TZVPD" homo_ev=-8.813 molar_mass_da=123.22 spin_multiplicity=1 orbital_gap_ha=0.3570
S 2.16 -1.99 0.58
O 0.11 1.80 -2.70
N -1.61 1.00 -0.69
C 1.70 -0.34 1.14
C -0.93 -0.29 -0.70
C 0.19 -0.24 1.55
C -0.80 -0.98 0.66
H -1.28 1.68 -0.03
H 2.25 -0.14 2.05
H -1.79 -0.89 1.12
H 0.04 -0.13 -1.18
H -2.61 0.93 -0.54
H 0.13 -0.51 2.60
H -0.77 2.10 -2.44
H 0.01 0.84 1.47
H -1.44 -0.90 -1.46
H 0.22 2.06 -3.63
H 1.86 0.35 0.32
H 3.15 -2.33 1.40
H -0.58 -2.04 0.51



Entry 4
20
Properties=species:S:1:pos:R:3 method="wB97M-V/def2-TZVPD" homo_ev=-8.252 molar_mass_da=123.22 spin_multiplicity=1 orbital_gap_ha=0.3342
S 0.68 2.46 -0.47
O 1.07 -1.77 2.34
N -1.08 -1.81 -0.23
C -0.34 3.26 0.85
C -0.17 -1.49 -1.36
C -0.15 0.88 -0.51
C 0.72 -0.30 -1.01
H 1.42 -0.47 -0.18
H -1.04 0.86 -1.14
H -1.31 3.47 0.42
H 0.41 -2.37 -1.63
H 1.27 0.01 -1.89
H -2.03 -1.93 -0.58
H -0.55 0.62 0.47
H 1.29 -2.45 2.94
H -0.37 2.55 1.66
H -0.59 -1.25 -2.34
H 1.60 -1.70 1.57
H 0.12 4.22 1.08
H -0.95 -2.79 0.01



entry 2 takes first place; second place is 0.159 eV up.